# 1
{"formula": "C14H3Cl5N2O5RuSe", "method": "wB97M-V/def2-TZVPD", "homo_ev": [-5.72, -5.54], "homo_lumo_gap_ev": [7.80, 7.27], "relative_energy_ev": 0.248, "e_tot_ev": -158329.496, "total_charge": -1, "s2": 0.757, "lumo_ev": [2.088, 1.734], "spin_multiplicity": 2, "species": ["Ru", "Se", "Cl", "Cl", "Cl", "Cl", "Cl", "O", "O", "O", "O", "O", "N", "N", "C", "C", "C", "C", "C", "C", "C", "C", "C", "C", "C", "C", "C", "C", "H", "H", "H"], "xyz": [[-0.113, 0.044, -0.292], [-1.839, -1.481, -1.050], [5.259, -0.039, 1.377], [2.381, 0.665, 0.393], [4.636, -5.065, -0.491], [6.403, -2.921, 0.937], [1.741, -4.334, -1.443], [-1.907, 0.187, 3.351], [-0.959, 2.951, -3.008], [0.081, 1.269, -1.941], [1.005, -1.594, -0.870], [-0.442, -0.280, 1.714], [-1.430, 1.482, 0.133], [-4.484, -0.114, -0.693], [4.302, -1.245, 0.604], [-0.851, 2.172, -2.086], [3.022, -0.937, 0.174], [2.734, -3.168, -0.661], [4.013, -3.478, -0.235], [-3.450, -0.616, -0.810], [-1.483, 0.319, 2.224], [-3.279, 2.070, 1.443], [-1.807, 2.259, -0.879], [-2.114, 1.348, 1.265], [-3.704, 2.899, 0.409], [-2.966, 3.002, -0.767], [2.186, -1.876, -0.467], [4.810, -2.524, 0.404], [-4.635, 3.442, 0.506], [-3.840, 1.941, 2.357], [-3.272, 3.622, -1.597]]}


# 2
{"formula": "C14H40Cd2N2O8", "method": "wB97M-V/def2-TZVPD", "homo_ev": -12.31, "homo_lumo_gap_ev": 2.15, "relative_energy_ev": 6.079, "e_tot_ev": -43631.542, "total_charge": 2, "lumo_ev": -10.164, "species": ["Cd", "Cd", "O", "O", "O", "O", "O", "O", "O", "O", "N", "N", "C", "C", "C", "C", "C", "C", "C", "C", "C", "C", "C", "C", "C", "C", "H", "H", "H", "H", "H", "H", "H", "H", "H", "H", "H", "H", "H", "H", "H", "H", "H", "H", "H", "H", "H", "H", "H", "H", "H", "H", "H", "H", "H", "H", "H", "H", "H", "H", "H", "H", "H", "H", "H", "H"], "xyz": [[3.041, 0.569, 2.590], [3.267, -2.663, 3.528], [3.883, -0.777, 4.382], [2.158, -4.352, 2.849], [-1.311, 2.376, -1.220], [2.811, -1.336, 1.729], [1.871, -1.909, -4.468], [-2.765, 6.920, -0.465], [-2.254, -3.835, 0.125], [1.017, -2.260, 4.210], [0.020, -3.666, -2.863], [-2.669, 4.300, 0.737], [-0.370, 1.312, -1.576], [-1.807, -4.154, -1.183], [2.768, -1.147, -3.732], [4.571, -0.516, 5.570], [-2.202, 1.956, -0.174], [-3.589, 5.283, 1.166], [2.151, -1.592, 0.490], [-0.362, -3.760, -1.413], [1.815, -3.237, -4.465], [-3.284, 3.068, 0.192], [1.465, -3.827, -3.098], [-1.598, 7.683, -0.774], [-3.017, 6.739, 0.901], [-2.703, -2.545, 0.226], [-1.766, -5.227, -1.366], [0.304, -4.376, -0.809], [-0.884, 7.199, -0.109], [1.310, -3.559, -5.375], [-0.863, 0.373, -1.827], [2.802, -1.854, -0.345], [-2.131, -2.271, 1.113], [1.514, -2.466, 0.623], [-0.222, -2.734, -1.073], [-3.846, 5.172, 2.220], [2.075, -3.256, -2.398], [-1.221, 7.436, -1.767], [1.657, -4.900, -3.085], [-3.894, 3.400, -0.648], [2.713, -5.112, 2.675], [0.707, -1.528, 3.677], [3.972, -0.759, 6.448], [-0.317, -2.769, -3.182], [3.161, -0.252, -4.215], [-2.441, -3.715, -1.953], [0.277, 1.685, -2.369], [-2.126, 6.967, 1.485], [1.511, -4.361, 2.142], [-3.900, 2.605, 0.963], [0.346, -2.366, 4.885], [0.320, 1.098, -0.759], [-3.752, 7.390, 1.375], [1.425, -0.831, 0.204], [-3.757, -2.624, 0.492], [5.434, -1.161, 5.737], [2.828, -3.499, -4.772], [-4.574, 5.240, 0.702], [-2.023, 4.646, 0.041], [3.773, -1.553, -3.617], [-2.626, -1.899, -0.649], [-1.669, 8.744, -0.531], [2.338, -0.646, -2.864], [-1.577, 1.607, 0.648], [4.834, 0.538, 5.482], [-2.613, 0.990, -0.465]]}


# 3
{"formula": "C14H40ClNO11P2", "method": "wB97M-V/def2-TZVPD", "homo_ev": -9.03, "homo_lumo_gap_ev": 9.44, "e_tot_ev": -70281.981, "lumo_ev": 0.410, "species": ["Cl", "P", "P", "O", "O", "O", "O", "O", "O", "O", "O", "O", "O", "O", "N", "C", "C", "C", "C", "C", "C", "C", "C", "C", "C", "C", "C", "C", "C", "H", "H", "H", "H", "H", "H", "H", "H", "H", "H", "H", "H", "H", "H", "H", "H", "H", "H", "H", "H", "H", "H", "H", "H", "H", "H", "H", "H", "H", "H", "H", "H", "H", "H", "H", "H", "H", "H", "H", "H"], "xyz": [[-2.176, 1.648, 2.298], [-6.146, 0.162, -1.237], [-4.616, 1.432, -2.133], [2.920, 2.192, 4.185], [3.531, -3.979, 1.251], [-1.211, 6.317, 1.590], [6.249, 0.494, -1.594], [0.864, -5.126, 2.801], [-5.731, -0.327, 0.089], [-6.376, -1.031, -2.274], [-3.215, -1.250, -1.260], [0.504, -5.826, -0.100], [0.325, 1.270, -0.715], [-7.527, 0.957, -1.161], [-1.560, -0.108, -0.076], [0.604, 3.543, 2.429], [1.467, -2.427, -0.991], [2.070, -0.004, -1.901], [1.380, -1.893, 0.435], [-0.748, 1.808, 1.236], [-2.757, -0.247, -0.778], [0.600, 0.501, -1.894], [-2.034, 1.987, -0.991], [-3.314, 1.174, -0.861], [-0.963, 1.202, -0.198], [-0.285, 3.268, 1.219], [2.233, -1.534, -1.978], [0.065, -2.879, -1.507], [2.938, 0.661, -0.815], [-0.280, -6.039, 0.421], [-5.128, 2.718, -1.863], [0.061, 1.212, 1.663], [6.706, 1.146, -2.134], [0.837, -2.611, 1.053], [1.413, 2.823, 2.498], [0.013, 3.451, 3.344], [2.018, -1.856, -3.001], [-5.716, -1.700, -2.024], [0.955, -0.893, 0.506], [0.292, 3.482, 0.319], [2.384, -1.841, 0.858], [1.080, -6.588, 0.022], [-1.161, 3.910, 1.217], [-1.412, -0.647, 0.762], [2.487, 0.377, -2.837], [-1.430, 6.557, 0.685], [2.545, 0.517, 0.187], [2.041, -3.354, -0.913], [-2.026, 6.464, 2.080], [0.483, 1.183, -2.743], [3.674, -4.237, 2.168], [-0.122, -0.301, -2.037], [-1.812, 1.955, -2.068], [3.735, -4.772, 0.747], [-8.023, 0.577, -0.422], [0.877, -4.976, 1.846], [3.011, 1.723, -1.043], [3.301, -1.731, -1.835], [-2.119, 3.050, -0.779], [3.558, 2.886, 3.993], [-3.816, 1.285, 0.104], [6.851, 0.324, -0.863], [3.920, 0.193, -0.848], [-0.683, -2.471, -0.826], [2.673, 2.342, 5.103], [1.032, 4.546, 2.416], [0.834, -4.243, 3.182], [-0.128, -2.482, -2.503], [-0.012, -3.961, -1.504]]}


# 4
{"formula": "C14H40O10", "method": "wB97M-V/def2-TZVPD", "homo_ev": [0.27, -7.09], "homo_lumo_gap_ev": [2.19, 9.53], "e_tot_ev": -35637.053, "total_charge": -1, "s2": 0.751, "lumo_ev": [2.454, 2.444], "spin_multiplicity": 2, "species": ["O", "O", "O", "O", "O", "O", "O", "O", "O", "O", "C", "C", "C", "C", "C", "C", "C", "C", "C", "C", "C", "C", "C", "C", "H", "H", "H", "H", "H", "H", "H", "H", "H", "H", "H", "H", "H", "H", "H", "H", "H", "H", "H", "H", "H", "H", "H", "H", "H", "H", "H", "H", "H", "H", "H", "H", "H", "H", "H", "H", "H", "H", "H", "H"], "xyz": [[0.585, 1.279, 0.561], [0.616, -3.276, -2.798], [3.330, 1.412, 2.014], [2.429, 2.508, -1.075], [2.423, 2.598, -4.250], [3.199, 4.639, 3.914], [-2.211, -3.395, -0.247], [-1.757, 0.707, 2.770], [-1.695, -0.856, 0.687], [0.898, -4.694, -0.534], [-0.279, -2.921, -3.830], [-2.738, 1.235, 3.595], [2.831, 2.538, 2.742], [-1.112, -0.103, -0.318], [0.372, 0.026, -0.109], [0.400, -3.280, -5.173], [3.857, 3.531, 3.417], [-1.688, -3.590, -3.723], [-4.080, 1.225, 2.893], [-2.344, 2.685, 3.906], [1.476, 2.812, -3.208], [-1.417, -4.374, 0.443], [1.969, 3.535, -1.968], [0.038, -4.147, 0.493], [-2.086, -2.514, 0.113], [0.480, -4.639, 1.359], [1.962, 2.138, 3.263], [0.296, -3.113, 0.723], [-1.163, 0.203, 3.331], [1.809, 2.447, -0.345], [-4.768, 1.068, 3.724], [1.488, -3.348, -3.193], [1.166, 4.115, -1.514], [2.746, 4.278, -2.146], [-4.528, 2.130, 2.484], [-2.241, -3.302, -4.617], [-2.759, 0.605, 4.484], [2.306, 3.209, 2.062], [-3.139, 3.258, 4.383], [-2.382, 3.154, 2.923], [2.720, 1.094, 1.345], [1.312, -2.785, -5.505], [0.574, -4.334, -4.954], [0.823, 3.466, -3.786], [3.224, 2.971, -3.874], [-1.378, 2.766, 4.404], [-1.661, 0.833, -0.421], [-0.444, -1.844, -3.810], [4.375, 2.912, 4.149], [-1.794, -4.247, 1.458], [0.832, 1.962, -2.982], [0.770, -0.859, 0.388], [-4.239, 0.406, 2.192], [-1.941, -0.207, 1.349], [-1.568, -5.388, 0.074], [2.762, 4.473, 4.752], [-2.140, -3.263, -2.786], [-1.228, -0.731, -1.201], [0.842, -4.160, -1.330], [-1.573, -4.667, -3.845], [0.176, 1.125, 1.415], [-0.319, -3.271, -5.992], [0.915, 0.088, -1.052], [4.671, 3.872, 2.777]]}


# 5
{"formula": "C14H40O10S", "method": "wB97M-V/def2-TZVPD", "homo_ev": -9.61, "homo_lumo_gap_ev": 10.03, "e_tot_ev": -46472.774, "lumo_ev": 0.414, "species": ["S", "O", "O", "O", "O", "O", "O", "O", "O", "O", "O", "C", "C", "C", "C", "C", "C", "C", "C", "C", "C", "C", "C", "C", "C", "H", "H", "H", "H", "H", "H", "H", "H", "H", "H", "H", "H", "H", "H", "H", "H", "H", "H", "H", "H", "H", "H", "H", "H", "H", "H", "H", "H", "H", "H", "H", "H", "H", "H", "H", "H", "H", "H", "H", "H"], "xyz": [[11.278, 14.074, 16.605], [15.751, 6.849, 10.960], [10.912, 13.423, 15.096], [7.373, 10.294, 11.588], [9.740, 14.632, 16.853], [10.487, 9.700, 15.777], [11.162, 7.311, 12.540], [12.249, 15.206, 16.609], [8.464, 7.899, 7.621], [9.776, 9.557, 13.266], [11.519, 12.980, 17.579], [9.696, 8.936, 16.701], [9.174, 10.128, 8.231], [14.967, 7.781, 11.617], [8.785, 13.792, 16.258], [11.320, 6.051, 10.443], [12.131, 10.372, 13.003], [9.342, 8.908, 7.248], [9.564, 13.105, 15.095], [6.105, 12.105, 10.731], [7.406, 11.655, 11.278], [14.650, 7.460, 13.033], [10.612, 7.105, 11.263], [10.655, 10.394, 12.538], [9.313, 9.634, 17.983], [8.608, 8.990, 18.507], [9.555, 12.032, 15.289], [9.257, 13.305, 14.069], [9.660, 11.001, 7.794], [9.648, 9.886, 9.182], [8.235, 10.104, 11.964], [8.839, 8.571, 16.136], [14.360, 8.384, 13.534], [8.455, 13.077, 17.012], [8.222, 11.809, 10.571], [9.857, 9.640, 14.219], [5.955, 13.167, 10.539], [12.555, 9.414, 13.304], [10.300, 11.409, 12.364], [10.163, 7.970, 16.893], [12.165, 11.126, 13.790], [5.250, 11.818, 11.344], [12.872, 10.754, 12.301], [8.120, 10.350, 8.396], [10.672, 9.875, 11.579], [9.578, 6.819, 11.455], [15.586, 7.046, 10.035], [11.328, 9.946, 16.168], [15.476, 7.070, 13.628], [7.864, 14.309, 15.987], [15.542, 8.704, 11.553], [6.020, 11.779, 9.694], [11.201, 5.069, 10.900], [7.565, 12.151, 12.235], [12.364, 6.316, 10.280], [10.559, 7.908, 12.988], [14.062, 7.952, 11.033], [10.496, 7.992, 10.641], [13.803, 6.796, 13.202], [8.820, 10.596, 17.845], [10.901, 6.007, 9.438], [10.142, 9.765, 18.679], [10.346, 8.494, 7.151], [7.841, 7.797, 6.898], [9.087, 9.190, 6.226]]}


# 6
{"formula": "C14H40O11S", "method": "wB97M-V/def2-TZVPD", "homo_ev": -9.59, "homo_lumo_gap_ev": 9.74, "e_tot_ev": -48518.051, "lumo_ev": 0.157, "species": ["S", "O", "O", "O", "O", "O", "O", "O", "O", "O", "O", "O", "C", "C", "C", "C", "C", "C", "C", "C", "C", "C", "C", "C", "C", "C", "H", "H", "H", "H", "H", "H", "H", "H", "H", "H", "H", "H", "H", "H", "H", "H", "H", "H", "H", "H", "H", "H", "H", "H", "H", "H", "H", "H", "H", "H", "H", "H", "H", "H", "H", "H", "H", "H", "H", "H"], "xyz": [[0.348, -0.156, 0.764], [5.610, -1.104, 2.337], [3.212, -1.621, -4.520], [-4.197, -2.740, 0.933], [-0.190, -1.821, -4.928], [1.325, 0.790, -0.051], [4.251, 2.829, -1.142], [-7.046, 2.065, 0.986], [-0.601, 0.732, 1.380], [-2.928, 2.088, 2.427], [-0.105, -0.506, 4.716], [1.057, -1.012, 1.664], [4.949, 3.779, -0.339], [3.077, -0.845, -0.485], [6.212, -0.097, 3.141], [-4.153, 1.392, 2.595], [3.819, -1.672, -0.041], [1.359, -0.476, -2.212], [-5.294, -2.133, 1.616], [-0.886, 0.685, 4.742], [2.156, 0.144, -1.047], [-0.490, -1.090, -0.503], [-1.181, -2.496, -5.702], [4.634, -1.493, -4.465], [-0.133, -0.683, -1.935], [-8.159, 2.648, 1.656], [1.426, 0.216, -3.049], [4.936, -0.443, -4.493], [7.275, -0.087, 2.912], [4.668, -1.112, 2.536], [-0.707, 0.182, -2.257], [-6.180, -2.730, 1.418], [-8.346, 3.664, 1.300], [6.081, -0.309, 4.205], [-4.022, 0.533, 3.262], [-0.384, -2.155, -0.323], [-6.275, 2.606, 1.176], [-5.109, -2.115, 2.693], [3.333, 2.839, -0.856], [-4.533, 1.045, 1.629], [2.919, -1.240, -5.351], [4.562, -2.365, 0.286], [2.780, 0.929, -1.455], [1.869, -1.371, -2.542], [-1.224, 0.843, 5.764], [-2.297, 1.466, 2.048], [-0.452, -1.492, -2.586], [-1.754, 0.597, 4.090], [-1.539, -0.852, -0.341], [0.228, -1.169, -5.496], [-3.416, -2.214, 1.120], [4.961, -1.927, -3.524], [-0.290, 1.545, 4.427], [5.987, 3.778, -0.661], [-5.458, -1.117, 1.252], [-4.876, 2.075, 3.038], [5.109, -2.030, -5.289], [-9.029, 2.034, 1.441], [-0.731, -3.009, -6.555], [4.904, 3.506, 0.718], [0.201, -0.633, 3.810], [-1.943, -1.799, -6.060], [-1.652, -3.232, -5.057], [-8.000, 2.669, 2.738], [5.793, 0.888, 2.916], [4.537, 4.782, -0.471]]}


# 7
{"formula": "C14H40O6", "method": "wB97M-V/def2-TZVPD", "homo_ev": -8.48, "homo_lumo_gap_ev": 8.62, "relative_energy_ev": 19.430, "e_tot_ev": -27432.675, "lumo_ev": 0.142, "species": ["O", "O", "O", "O", "O", "O", "C", "C", "C", "C", "C", "C", "C", "C", "C", "C", "C", "C", "C", "C", "H", "H", "H", "H", "H", "H", "H", "H", "H", "H", "H", "H", "H", "H", "H", "H", "H", "H", "H", "H", "H", "H", "H", "H", "H", "H", "H", "H", "H", "H", "H", "H", "H", "H", "H", "H", "H", "H", "H", "H"], "xyz": [[0.835, 4.112, -1.532], [-2.069, -0.014, 0.148], [3.209, 1.737, 3.390], [1.589, -3.910, 0.720], [-0.985, 0.347, 1.881], [-3.336, -2.255, -2.583], [1.513, 2.289, -3.096], [0.002, -0.289, 1.081], [1.947, 1.995, 2.920], [-3.096, -1.808, -1.298], [2.370, 2.490, -0.732], [-4.296, 0.546, 0.844], [1.226, 2.752, -1.658], [1.701, 1.346, 1.570], [-2.765, 0.724, 1.137], [-2.222, -2.850, -0.590], [-0.336, -1.776, 0.968], [2.127, -2.442, -1.208], [0.069, 0.488, -0.287], [2.505, -2.957, 0.165], [2.255, 1.467, -0.375], [-0.945, -1.884, 0.070], [1.841, 3.080, 2.930], [0.293, 2.230, -1.443], [-4.578, 1.027, -0.092], [1.606, 1.204, -3.123], [0.630, -2.222, 0.732], [2.506, 3.113, 0.153], [1.736, -3.241, -1.838], [-0.749, -2.302, 1.828], [-2.539, -2.221, -3.117], [2.634, -2.080, 0.799], [0.249, 1.559, -0.189], [-4.002, -1.454, -0.806], [3.366, 2.407, 4.058], [1.795, 0.264, 1.671], [-4.700, -0.467, 0.841], [-2.431, -3.918, -0.531], [3.441, -3.489, -0.007], [0.685, 2.454, -3.786], [0.940, -0.146, 1.619], [0.692, 1.493, 1.185], [3.313, 2.612, -1.264], [2.435, 2.580, -3.599], [-2.495, 0.359, 2.128], [-4.827, 0.920, 1.720], [1.204, 1.531, 3.569], [-2.179, -2.448, 0.422], [-1.835, 0.233, 1.451], [2.882, -2.024, -1.874], [-2.394, -0.988, -1.449], [1.152, -4.385, 0.010], [-2.197, 0.472, -0.671], [-1.209, -2.756, -0.981], [2.305, 1.790, 0.779], [1.375, -1.656, -1.150], [-2.475, 1.774, 1.100], [-0.818, 0.390, -0.912], [0.836, 0.010, -0.897], [0.215, 4.184, -0.803]]}